1.
Here is a molecular structure, C34H39AsBMnN6O3SSe2 from OMol25. Energies are from wB97M-V/def2-TZVPD.

Structure (XYZ):
```
88
Properties=species:S:1:pos:R:3:mulliken_charge:R:1
Se -4.342 0.729 -2.370 -0.521
Se 0.480 2.665 -2.949 -0.452
As 0.218 -1.263 2.769 0.375
Mn -0.617 1.928 -0.668 0.128
S 4.011 -0.226 -3.185 0.707
O -3.090 0.965 -5.773 -0.638
O -1.326 0.066 -1.427 1.009
O 4.873 -1.333 -3.611 -0.686
N -0.266 4.290 1.214 0.051
N -1.678 1.558 1.282 1.077
N -0.846 4.126 -0.006 0.010
N 1.205 2.174 1.817 0.222
N 1.160 1.735 0.542 0.484
N -1.271 2.336 2.290 -0.178
C -2.341 0.152 -4.910 -1.606
C 0.312 -3.118 -0.933 0.109
C 0.739 -2.770 4.026 0.429
C -0.323 6.272 0.150 -1.247
C 2.541 -3.854 5.209 -0.323
C -1.129 -0.194 -2.854 -1.421
C -0.149 -3.570 4.767 -0.362
C 2.658 -2.692 -0.440 -0.563
C -2.639 -2.003 2.865 -0.290
C 0.994 -1.998 1.112 0.581
C 2.763 -0.096 -4.579 -0.847
C -3.248 1.455 2.967 -1.486
C -0.001 -2.512 0.269 0.817
C 4.863 1.359 -3.433 -1.068
C 1.687 -3.238 -1.310 -1.272
C 0.051 5.636 1.313 -0.221
C -1.339 -2.553 0.890 -0.013
C 1.726 -4.747 5.828 -0.675
C -0.918 5.277 -0.621 0.022
C -3.661 -3.114 1.069 -0.874
C 2.292 1.138 0.229 -0.409
C -3.712 -2.586 2.321 -0.740
C 3.123 1.141 1.405 -1.278
C 2.077 -2.926 4.328 -0.425
C -1.456 -2.040 2.161 0.132
C -2.841 1.016 1.672 -0.550
C 2.302 -2.152 0.758 -0.551
C -2.151 2.244 3.289 -0.452
C -1.726 0.917 -3.732 2.284
C -0.588 1.770 -4.341 -1.631
C -2.520 -3.081 0.309 -0.636
C 0.372 -4.484 5.671 -0.462
C 2.440 1.922 2.339 -0.459
C -2.797 1.842 -2.940 -1.215
B 0.040 3.175 2.284 0.293
H -2.527 -3.538 -0.670 0.369
H 0.298 3.699 3.360 -0.154
H -2.288 2.213 -2.103 0.152
H -0.348 -5.121 6.123 0.382
H 2.391 -1.075 -4.616 0.383
H 0.091 1.192 -5.001 0.390
H 4.971 1.526 -4.499 0.321
H -2.624 -1.575 3.904 0.482
H -3.083 2.670 -3.615 0.542
H -3.997 0.897 -5.397 0.368
H -2.362 0.041 -1.394 -0.406
H 3.636 -3.920 5.333 0.316
H 4.296 2.136 -2.897 0.302
H -1.411 5.138 -1.620 0.396
H -3.313 0.321 1.021 0.568
H -0.484 -3.486 -1.553 0.357
H -2.972 -0.617 -4.486 0.626
H 2.112 0.764 -4.470 -0.066
H 3.376 0.050 -5.544 0.464
H -4.669 -2.685 2.857 0.349
H 3.724 -2.746 -0.710 0.414
H 4.117 0.756 1.600 0.520
H -1.632 -1.128 -3.190 0.149
H 2.700 2.324 3.315 0.476
H -1.184 -3.696 4.515 0.294
H -1.555 -0.375 -5.522 0.387
H -4.152 1.251 3.484 0.477
H 2.312 0.705 -0.767 0.530
H 0.536 6.062 2.150 0.464
H 2.196 -5.467 6.483 0.352
H -4.548 -3.590 0.623 0.359
H 5.821 1.168 -2.958 0.394
H -1.980 2.724 4.164 0.617
H -0.054 -0.169 -2.999 0.361
H 2.743 -2.310 3.744 0.207
H 3.113 -1.765 1.383 0.240
H -0.198 7.352 0.108 0.347
H -1.026 2.525 -4.948 0.663
H 2.015 -3.589 -2.275 0.426
```

Relative energy (zero: lowest compared OMol25 entry of this formula, charge and spin) ... 30.7 kcal per mole
HOMO-LUMO gap (spin up / spin down) ... 0.23245 / 0.23295 Ha
2S+1 ... 6
Total charge ... -1
<S²> ... 8.754

=====

2.
Here is a molecular structure, C34H39N2O6PRuS2Se2 from OMol25. Energies are from wB97M-V/def2-TZVPD.

Structure (XYZ):
```
87
Properties=species:S:1:pos:R:3:mulliken_charge:R:1
Ru -1.148 0.035 0.290 0.800
Se -0.527 0.536 2.570 -0.268
Se -1.231 -2.287 0.606 -0.195
S -4.933 0.734 1.344 1.082
S 2.989 -0.236 2.518 0.569
P 0.461 0.108 -2.464 1.685
O -1.796 2.145 0.110 -0.716
O 0.502 -2.720 3.117 -0.176
O -4.285 -2.177 4.141 -0.493
O 2.516 -1.042 3.698 -0.901
O -4.924 0.318 2.727 -0.809
O -5.834 0.072 0.451 -0.691
N -0.835 -0.042 -1.579 -0.991
N -3.409 0.745 0.771 -0.506
C -3.860 4.411 0.566 -0.530
C -2.390 -2.451 2.170 -0.879
C 1.541 1.497 -2.031 0.308
C -4.954 5.200 0.899 -0.601
C 2.662 -1.228 1.056 2.124
C -1.668 -0.553 3.734 -1.144
C 2.932 -1.239 -2.539 0.043
C -6.123 4.633 1.399 -0.470
C -3.974 3.045 0.745 -0.140
C 5.472 0.197 1.352 -0.888
C 3.717 -2.384 -2.527 -0.692
C 3.277 3.550 -1.294 -0.702
C 2.164 2.276 -3.004 -0.196
C 0.386 0.121 -6.554 -0.721
C 1.743 -3.734 -2.275 -0.891
C 3.030 3.295 -2.636 -0.704
C 3.148 -2.666 1.144 -1.473
C 0.956 -2.594 -2.291 -0.490
C 0.795 -0.088 -5.246 -0.235
C 1.788 1.767 -0.688 0.161
C 1.547 -1.338 -2.422 0.401
C -5.140 2.493 1.242 0.096
C -1.855 -2.057 3.543 2.054
C -6.235 3.259 1.582 -0.661
C 3.122 -3.630 -2.396 -0.560
C -1.635 1.157 -5.756 -0.677
C -0.828 0.746 -6.808 -0.477
C -0.009 0.331 -4.189 -0.197
C 4.782 -0.391 2.572 -0.588
C -0.621 -2.876 3.945 -1.739
C -2.975 1.969 0.501 1.669
C -1.229 0.950 -4.447 -0.492
C -2.968 -2.465 4.552 -1.035
C 2.651 2.786 -0.318 -1.074
H -1.150 0.903 -7.829 0.380
H -3.269 -1.860 1.923 0.122
H -2.743 -2.003 5.522 0.354
H 5.016 -1.445 2.728 0.341
H 5.305 -0.411 0.462 0.160
H 3.945 4.352 -1.009 0.405
H -0.896 -3.935 3.915 0.367
H 1.304 1.188 0.092 -0.031
H -6.958 5.273 1.653 0.402
H -4.384 -1.247 3.893 0.412
H 3.082 -3.035 2.169 0.454
H -0.374 -2.641 4.989 0.420
H -4.900 6.273 0.770 0.396
H -2.697 -3.497 2.176 0.598
H 1.010 -0.211 -7.373 0.419
H 3.400 -0.266 -2.633 0.449
H -1.267 -0.378 4.735 0.499
H 1.966 2.097 -4.054 0.407
H 4.793 -2.301 -2.617 0.453
H 4.175 -2.767 0.792 0.329
H 6.547 0.248 1.521 0.402
H -2.636 -0.054 3.673 0.338
H 2.514 -3.305 0.530 0.336
H 3.102 -0.682 0.219 0.115
H -2.942 -3.548 4.693 0.492
H 1.279 -4.706 -2.162 0.428
H 3.734 -4.522 -2.381 0.401
H 3.506 3.896 -3.401 0.425
H 5.051 0.144 3.485 0.474
H -2.587 1.633 -5.954 0.409
H -2.944 4.839 0.182 0.543
H 2.820 2.984 0.733 0.576
H 1.575 -1.170 0.951 -1.543
H -0.121 -2.670 -2.192 0.606
H -7.140 2.812 1.971 0.474
H 1.098 -2.028 3.473 0.174
H 1.735 -0.591 -5.051 0.341
H -1.859 1.245 -3.617 0.462
H 5.118 1.207 1.140 0.225
```

Relative energy (zero: lowest compared OMol25 entry of this formula, charge and spin) ... 1.0 kcal per mole
HOMO-LUMO gap (spin up / spin down) ... 0.28653 / 0.22872 Ha
2S+1 ... 5
<S²> ... 6.029

=====

Number 1: largest force on an atom 3.52 eV/Å, calculated total energy -10486.049401 hartree. Number 2: largest force on an atom 0.61 eV/Å, calculated total energy -7915.393499 hartree.